57
Properties=species:S:1:pos:R:3 method="wB97M-V/def2-TZVPD" spin_multiplicity=3 orbital_gap_ha="0.1678 / 0.2958" e_homo_ha="-0.153 / -0.279" de_lowest_kcal_mol=64.5
H 0.0497 3.1967 0.3904
N 0.0411 1.7757 -1.1743
B 0.2214 0.3797 -3.2431
N 0.4320 1.7176 -2.4656
C 0.9928 2.9024 -2.7670
Ti -0.5637 -1.2367 -0.3202
H 1.4229 3.0712 -3.7400
C 0.9038 3.7277 -1.6480
H 1.2430 4.7415 -1.5822
C 0.3047 2.9775 -0.6373
H 0.3758 0.5800 -4.4177
C -0.9144 -3.1749 0.1246
H -1.2233 -3.1554 1.1841
H 0.0510 -3.6944 0.0033
H -1.6897 -3.6304 -0.5082
N -1.2116 -0.1634 -2.9200
N 1.2355 -0.6746 -2.7218
N -1.5834 -0.5992 -1.6461
N 1.0908 -1.1998 -1.4485
C -2.2156 -0.4026 -3.7637
C 2.3445 -1.1826 -3.2834
H -2.0964 -0.1401 -4.8061
H 2.6321 -0.8752 -4.2802
C -3.2846 -0.9765 -3.0676
C 2.9394 -2.0637 -2.3791
C -2.8918 -1.0690 -1.7443
C 2.1377 -2.0607 -1.2420
H -4.2211 -1.2871 -3.4851
H 3.8418 -2.6311 -2.5219
H -3.4137 -1.4303 -0.8767
H 2.2149 -2.6032 -0.3111
H -0.2294 0.9208 -0.6712
C -2.9389 1.1419 1.0889
Si -1.5808 0.5357 2.2239
C -1.0013 2.0138 3.2032
C -2.2525 -0.8074 3.3256
N -0.2128 -0.0830 1.2954
C 1.0819 -0.1083 1.8747
C 2.1947 0.2454 1.0840
C 3.4969 0.1055 1.5721
C 3.7018 -0.2974 2.8989
C 2.6011 -0.5761 3.7209
C 1.2982 -0.4886 3.2185
H -3.6323 1.7109 1.7314
H -3.4940 0.3242 0.6063
H -2.5786 1.8368 0.3180
H -1.8626 2.5075 3.6766
H -0.3033 1.7213 3.9967
H -0.5008 2.7505 2.5609
H -2.4172 -1.7424 2.7738
H -1.5833 -1.0097 4.1707
H -3.2176 -0.4669 3.7290
H 2.0071 0.6328 0.0808
H 4.3411 0.3161 0.9115
H 4.7167 -0.3951 3.2913
H 2.7556 -0.8720 4.7615
H 0.4447 -0.7352 3.8555